The ion C4H8NO3 with charge -1 in a non-equilibrium geometry, computed with ωB97M-V/def2-TZVPD.

The total energy is -437.682216 Ha. The LUMO energy comes out at 3.73 eV.

Structure (ORCA input):
```
! wB97M-V def2-TZVPD RIJCOSX def2/J DEFGRID3
* xyz -1 1
O 0.28735 -0.58534 -1.51050
C -0.11539 -0.39563 -0.31455
C 0.93045 -0.38931 0.82870
C 1.98613 0.75395 0.47651
O 2.93124 0.10304 -0.35775
N -1.35982 -0.27056 0.14110
C -2.64603 -0.00201 -0.73640
O -3.30251 0.80176 0.09098
H 0.53761 -0.07008 1.77658
H 1.21248 -1.44677 0.82493
H 1.55308 1.56518 0.02800
H 2.54562 0.95534 1.42237
H 2.41220 -0.20784 -1.08722
H -1.49359 -0.26385 1.16322
H -3.21246 -0.91755 -0.97834
H -2.26636 0.36967 -1.76760
*
```

***

The ion C4H8NO3 with charge +1 in a non-equilibrium geometry, computed with ωB97M-V/def2-TZVPD.

The total energy is -437.286207 Ha. The LUMO energy (spin up / spin down) comes out at -4.44 / -4.32 eV.

Structure (ORCA input):
```
! wB97M-V def2-TZVPD RIJCOSX def2/J DEFGRID3
* xyz 1 1
N -1.11699 -1.69555 -1.06373
C 0.24386 -1.43264 -0.41644
C 0.62565 -0.01991 -0.49623
O 1.29856 0.32614 -1.55852
C 0.09068 1.06833 0.89108
O -0.64783 0.41110 1.77092
C 0.46396 2.43915 1.21123
O -0.02960 2.96965 2.17871
H -1.29968 -2.72620 -0.92655
H -1.17992 -1.62489 -2.11894
H -1.74547 -0.98300 -0.57364
H 0.99451 -2.03124 -0.96241
H 0.17720 -1.89429 0.63513
H 1.64371 1.29256 -1.60412
H -0.72971 1.02681 2.55630
H 1.21108 2.87397 0.47722
*
```

***

An isolated molecule of C4H8NO3P in a non-equilibrium geometry, computed with ωB97M-V/def2-TZVPD.

The total energy is -779.015747 Ha. The LUMO energy comes out at 0.57 eV.

Structure (ORCA input):
```
! wB97M-V def2-TZVPD RIJCOSX def2/J DEFGRID3
* xyz 0 1
C 2.23798 -1.25704 0.14472
C 0.95764 -0.90429 -0.39539
O 0.29632 -1.47174 -1.26546
N 0.52026 0.33803 0.03450
C -0.58558 0.83528 -0.31642
C -1.03166 2.24775 -0.17873
O -1.69280 0.07753 -0.56767
P -1.67709 -1.42733 0.08839
O -0.69652 -1.39116 1.13547
H 2.85948 -0.36408 0.02068
H 2.10314 -1.53745 1.20253
H 2.84867 -2.11655 -0.18966
H -0.13212 2.77048 -0.21450
H -1.53571 2.32122 0.83732
H -1.67818 2.75458 -0.85813
H -1.90650 -2.19248 -1.04363
H -2.80746 -1.54469 0.81116
*
```

***

A structure of composition C4H8NO3P in a non-equilibrium geometry, computed with ωB97M-V/def2-TZVPD.

The total energy is -779.057058 Ha. The LUMO energy (spin up / spin down) comes out at -0.27 / -0.27 eV.

Structure (ORCA input):
```
! wB97M-V def2-TZVPD RIJCOSX def2/J DEFGRID3
* xyz 0 1
C 1.06833 0.61504 0.40853
C -1.93868 -1.14591 0.50203
C -0.75558 -0.85529 -0.41956
C -0.14658 0.50082 -0.18575
N -0.85271 1.59927 -0.61646
O 1.65684 1.84491 0.51268
O 1.73275 -0.43205 0.98045
O 3.90567 -0.59750 -0.33821
P 2.52382 -1.01421 -0.46147
H -2.33645 -2.13487 0.28416
H -2.72782 -0.41170 0.36921
H -1.61047 -1.12820 1.53893
H 0.00101 -1.62123 -0.25103
H -1.08071 -0.92328 -1.46160
H -1.46444 1.44166 -1.40350
H 2.35845 1.79927 1.17400
H -0.33343 2.46324 -0.63241
*
```

***

The ion C4H8NO4S2 with charge -1 in a non-equilibrium geometry, computed with ωB97M-V/def2-TZVPD.

The total energy is -1309.266948 Ha. The LUMO energy comes out at 3.54 eV.

Structure (ORCA input):
```
! wB97M-V def2-TZVPD RIJCOSX def2/J DEFGRID3
* xyz -1 1
N 1.51645 1.33549 1.56853
C 0.05070 1.01781 1.11156
C -0.55149 1.94917 0.05352
O -0.02738 2.94293 -0.40494
C -0.31510 -0.39363 0.91783
S 0.86635 -1.00094 -0.38912
O 1.75966 -2.11034 -0.07015
O 1.60595 0.15688 -0.89476
C -0.31318 -1.86607 -1.68286
S -1.98903 -1.00331 -1.90389
O -2.64846 -1.22817 -0.50272
H 1.72482 2.30218 1.31323
H 2.15914 0.86378 0.94662
H -0.56271 1.29002 1.89225
H -1.58955 1.65303 -0.07563
H -0.06373 -0.86953 1.86103
H -1.32247 -0.49803 0.48830
H -0.35444 -2.92856 -1.55756
H 0.05448 -1.61270 -2.67125
*
```

***

The ion C4H8NO4S2 with charge +1 in a non-equilibrium geometry, computed with ωB97M-V/def2-TZVPD.

The total energy is -1308.755716 Ha. The LUMO energy (spin up / spin down) comes out at -7.15 / -7.15 eV.

Structure (ORCA input):
```
! wB97M-V def2-TZVPD RIJCOSX def2/J DEFGRID3
* xyz 1 1
C -0.05441 -1.45844 -0.10137
C -0.80643 1.33925 0.24049
C 2.89210 0.98691 0.37325
C -3.44471 0.09336 -0.39342
N 0.67826 -0.57817 0.38595
O 2.40304 -0.95562 2.27537
O 2.93659 -1.76395 0.10518
O -1.25540 -1.21042 -0.53911
O -1.68442 0.57654 -2.32728
S 2.39918 -0.70515 0.89615
S -1.73181 0.40525 -0.95292
H 0.05708 -2.54588 -0.01788
H -0.21748 2.09274 -0.39264
H 1.89711 1.40586 0.11202
H 3.34747 1.46316 1.26187
H 3.72333 0.92065 -0.41693
H -4.01549 0.94468 0.02683
H -3.94379 -0.57684 -1.01662
H -3.18020 -0.43392 0.48108
*
```

***

A structure of composition C4H8NOP in a non-equilibrium geometry, computed with ωB97M-V/def2-TZVPD.

The total energy is -628.400137 Ha. The LUMO energy comes out at 0.86 eV.

Structure (ORCA input):
```
! wB97M-V def2-TZVPD RIJCOSX def2/J DEFGRID3
* xyz 0 1
C 2.02927 0.00313 0.56237
C 0.82356 -0.70857 1.05186
C -0.23932 0.20291 -0.29880
C -1.14034 -0.88492 -0.87521
N 1.93015 0.73556 -0.44140
O 0.66932 0.84217 -1.11362
P -1.35258 1.54891 0.61782
H 3.03786 -0.00682 1.10794
H 0.85359 -1.74145 0.74915
H 0.32621 -0.56348 2.01983
H -1.71925 -1.31873 -0.13885
H -0.38932 -1.66149 -1.17359
H -1.72772 -0.52086 -1.78615
H -2.41084 1.42537 -0.48836
H -0.69060 2.64826 0.20703
*
```

***

The ion C4H8NOS with charge -1 in a non-equilibrium geometry, computed with ωB97M-V/def2-TZVPD.

The total energy is -685.407648 Ha. The LUMO energy comes out at 3.42 eV.

Structure (ORCA input):
```
! wB97M-V def2-TZVPD RIJCOSX def2/J DEFGRID3
* xyz -1 1
C -0.29465 -1.90655 -1.76118
N 0.83584 -1.77678 -0.85298
C 1.10038 -0.82721 0.14534
O 1.88289 -1.22997 1.00748
C 0.59915 0.50053 0.12497
C -0.88906 0.62897 0.43628
S -1.43910 2.36495 0.62395
H 0.00814 -1.55888 -2.81164
H -1.19934 -1.44067 -1.54706
H -0.43838 -2.97678 -1.92475
H 1.26090 -2.60007 -0.56215
H 0.77218 1.26209 -0.66641
H 1.13448 1.12162 0.92565
H -1.40046 0.18734 -0.51736
H -1.12089 0.06900 1.35908
*
```

***

A structure of composition C4H8NOS in a non-equilibrium geometry, computed with ωB97M-V/def2-TZVPD.

The total energy is -685.212256 Ha. The LUMO energy comes out at 2.30 eV.

Structure (ORCA input):
```
! wB97M-V def2-TZVPD RIJCOSX def2/J DEFGRID3
* xyz -1 1
C -1.22236 0.04105 0.18334
N -0.32494 1.15887 0.81130
C -0.93197 2.35100 0.66599
O -2.02836 3.06403 1.45165
C -0.29569 -1.14853 -0.02447
C 1.13631 -0.76105 -0.66771
S 1.93581 -2.30236 -1.13554
H -1.64380 0.45249 -0.75287
H -2.16175 -0.19984 0.76311
H -1.95251 1.90786 1.22334
H -0.62625 2.96556 -0.21535
H -0.70469 -1.89787 -0.72487
H -0.17222 -1.61472 0.96274
H 1.75250 -0.28112 0.10926
H 0.91954 -0.01363 -1.43201
*
```

***

The evaluated relative energy (zero: lowest compared OMol25 entry of this formula, charge and spin) for the records listed, in turn: 3.354; 4.434; 1.151; 0.027; 1.967; 2.312; 4.684; 1.318; 6.635 eV.